[1]
{
  "formula": "C30H52F6O24P",
  "method": "ωB97M-V/def2-TZVPD",
  "species": ["P", "F", "F", "F", "F", "F", "F", "C", "C", "O", "C", "O", "O", "H", "H", "H", "H", "C", "C", "O", "C", "O", "O", "H", "H", "H", "H", "C", "C", "O", "C", "O", "O", "H", "H", "H", "H", "C", "C", "O", "C", "O", "O", "H", "H", "H", "H", "C", "C", "O", "C", "O", "O", "H", "H", "H", "H", "C", "C", "O", "C", "O", "O", "H", "H", "H", "H", "C", "C", "O", "C", "O", "O", "H", "H", "H", "H", "C", "C", "C", "O", "H", "H", "H", "H", "H", "H", "H", "H", "C", "C", "C", "O", "H", "H", "H", "H", "H", "H", "H", "H", "C", "C", "C", "O", "H", "H", "H", "H", "H", "H", "H", "H"],
  "xyz": [[0.0076, 0.2758, -0.1693], [1.2909, 1.0733, -0.7456], [-0.9651, 0.7873, -1.3965], [0.5508, -1.0013, -1.0508], [-1.1409, -0.6649, 0.4384], [0.9956, -0.1450, 1.0014], [-0.4125, 1.5447, 0.7624], [2.6110, -0.2865, -3.2513], [1.6477, 0.3500, -4.2001], [2.4773, 1.1282, -5.0913], [3.7073, 1.3115, -4.5104], [4.5633, 2.0239, -4.8792], [3.7083, 0.6279, -3.3660], [3.0843, -1.2352, -3.5598], [2.1653, -0.2808, -2.2740], [0.9280, 0.9860, -3.6762], [1.1139, -0.3934, -4.8137], [4.7099, -0.0874, 0.0595], [4.6831, 1.4188, -0.2718], [4.9129, 2.0081, 1.0311], [5.3198, 1.0962, 1.9238], [5.6997, 1.3008, 3.0041], [5.2947, -0.1532, 1.3637], [5.3598, -0.5874, -0.6603], [3.7286, -0.5422, 0.0957], [3.6672, 1.7407, -0.5656], [5.3321, 1.7886, -1.0391], [1.2856, 5.1227, 1.3293], [2.1065, 4.1014, 0.7200], [2.6301, 4.8885, -0.4642], [2.8235, 6.1235, -0.0238], [3.4618, 7.0126, -0.4587], [2.0157, 6.2826, 1.0795], [1.0891, 5.0591, 2.4254], [0.3698, 5.2702, 0.7067], [1.4409, 3.3408, 0.3180], [2.9818, 3.7130, 1.2286], [-1.4344, -1.1307, 3.6065], [-1.8278, -2.3825, 2.9435], [-3.2277, -2.4297, 3.2255], [-3.7006, -1.1734, 3.4358], [-4.8253, -0.8236, 3.3976], [-2.6707, -0.3765, 3.6857], [-0.7496, -0.5641, 3.0339], [-1.0779, -1.2258, 4.6384], [-1.2726, -3.2194, 3.3603], [-1.7465, -2.2871, 1.8691], [-2.9812, -2.6959, -1.3770], [-2.3605, -1.7349, -2.3738], [-2.5116, -2.4207, -3.6299], [-3.1557, -3.5717, -3.4829], [-3.2569, -4.4067, -4.3092], [-3.6654, -3.6950, -2.1861], [-3.7347, -2.2664, -0.7389], [-2.1214, -3.1049, -0.7661], [-1.3465, -1.4999, -2.1764], [-2.9302, -0.8135, -2.3744], [0.3484, 1.3914, 5.0214], [0.6020, 2.4999, 3.9961], [1.6487, 1.9895, 3.1241], [1.9052, 0.7385, 3.5479], [2.7334, 0.1073, 2.9902], [1.0360, 0.2893, 4.4808], [-0.7538, 1.2045, 5.0617], [0.7386, 1.5911, 6.0464], [0.9710, 3.4548, 4.3807], [-0.2479, 2.6291, 3.3277], [1.5249, -2.7115, 2.2259], [2.8898, -2.7360, 1.5734], [3.4186, -4.0482, 1.9432], [2.4804, -4.7905, 2.4457], [2.6220, -5.9371, 2.7222], [1.3672, -4.0976, 2.6865], [0.6979, -2.4405, 1.5999], [1.6028, -2.0360, 3.0997], [3.6154, -2.0254, 1.9585], [2.8525, -2.7063, 0.4979], [-3.8216, 2.3981, 1.8307], [-3.1601, 3.7320, 2.0246], [-3.5556, 4.3572, 3.3592], [-1.7641, 3.6109, 1.9364], [-4.8497, 2.4744, 1.5779], [-3.6951, 1.7951, 2.7136], [-3.3231, 1.9204, 1.0114], [-3.4837, 4.3399, 1.2162], [-4.3916, 3.8194, 3.7598], [-3.8049, 5.3982, 3.2004], [-2.7982, 4.3222, 4.1250], [-1.6565, 3.0009, 1.1948], [-2.9660, 2.6621, -3.9674], [-3.3511, 1.8338, -5.2317], [-2.4218, 0.6901, -5.6455], [-4.6659, 1.3999, -4.9899], [-2.1557, 3.4051, -4.0797], [-2.6772, 2.0685, -3.0785], [-3.7822, 3.2880, -3.6017], [-3.4537, 2.4277, -6.1795], [-1.4972, 1.2287, -5.9710], [-2.8422, 0.1031, -6.4503], [-2.3038, -0.0062, -4.7866], [-4.6383, 0.8040, -4.2445], [-0.2750, -6.5593, -0.2783], [-0.3419, -5.5650, -1.4758], [0.3650, -4.2344, -1.1808], [0.2290, -6.0995, -2.7198], [0.7865, -6.7588, -0.0928], [-0.6692, -7.5149, -0.5362], [-0.7073, -6.1680, 0.6232], [-1.3800, -5.2774, -1.6843], [0.2793, -3.6402, -2.0908], [1.4213, -4.3639, -0.9090], [-0.2582, -3.6940, -0.4696], [0.9081, -6.7409, -2.4410]],
  "total_charge": -1,
  "homo_energy_ev": -8.6,
  "spin_multiplicity": 1
}

***

[2]
{
  "formula": "C2H6N2O",
  "method": "ωB97M-V/def2-TZVPD",
  "species": ["C", "C", "H", "H", "H", "H", "H", "H", "N", "N", "O"],
  "xyz": [[-1.6057, 0.2197, 0.0819], [0.8322, 0.4402, 0.0298], [-1.8332, 0.2955, 1.2983], [-1.7293, 1.3510, -0.4934], [-2.6250, -0.5905, -0.3863], [-0.2163, -1.3168, -0.2680], [1.8966, -1.3791, 0.0550], [2.8968, 0.0587, -0.2911], [-0.3496, -0.3429, -0.1335], [1.9365, -0.3563, 0.1296], [0.7969, 1.6206, -0.0224]],
  "relative_energy_ev": 2.153,
  "homo_energy_ev": -9.3,
  "spin_multiplicity": 1
}

***

[3]
{
  "formula": "C15H17I2N3O3S",
  "method": "ωB97M-V/def2-TZVPD",
  "species": ["C", "C", "I", "C", "I", "C", "N", "C", "C", "C", "C", "C", "S", "C", "N", "C", "N", "H", "H", "H", "H", "H", "H", "H", "H", "H", "H", "H", "C", "C", "C", "O", "C", "O", "O", "H", "H", "H", "H", "H", "H"],
  "xyz": [[0.0640, -3.9305, 1.7542], [-1.3264, -3.2382, 1.8943], [-2.7657, -4.7992, 1.4336], [-1.3766, -2.1436, 0.7867], [-3.3313, -1.2401, 0.5657], [-0.2466, -1.1385, 0.9488], [0.7089, -1.1956, 0.0617], [1.7257, -0.2996, 0.2567], [2.8102, -0.3249, -0.6534], [3.8524, 0.5314, -0.5223], [3.8378, 1.4906, 0.5312], [2.8025, 1.5333, 1.4045], [2.8477, 2.7836, 2.6893], [1.6963, 0.6214, 1.3060], [0.7049, 0.7029, 2.2463], [-0.2207, -0.1977, 2.0415], [-1.3099, -0.2625, 2.9893], [0.8878, -3.2792, 2.0719], [0.2050, -4.0924, 0.6721], [0.0801, -4.9257, 2.2067], [-1.4772, -2.8197, 2.8913], [-1.1916, -2.6826, -0.1500], [2.8280, -1.0340, -1.4812], [4.6969, 0.4901, -1.2080], [4.6515, 2.2047, 0.6372], [3.0528, 2.1270, 3.8551], [-0.8976, 0.0833, 3.8577], [-1.9370, 0.4951, 2.7077], [-0.5366, 0.9933, -1.8543], [-1.4223, 1.4797, -2.9718], [-1.4530, 2.9769, -3.1340], [-2.7315, 3.1820, -3.7411], [-3.5311, 2.1572, -3.3355], [-4.7039, 2.1122, -3.5064], [-2.8025, 1.1940, -2.7058], [-0.7424, -0.0511, -1.6303], [0.5160, 1.0941, -2.1216], [-0.7168, 1.5562, -0.9344], [-1.1555, 0.9802, -3.9085], [-0.6549, 3.3544, -3.7701], [-1.4374, 3.5117, -2.1805]],
  "homo_energy_ev": -9.0,
  "spin_multiplicity": 1
}